{"formula": "C4H8N2", "method": "ωB97M-V with the def2-TZVPD basis set", "spin_multiplicity": 3, "relative_energy_kj_mol": 135.76, "homo_lumo_gap_ha": [0.2497, 0.2635], "homo_ev": [-5.81, -11.05], "s_squared": 2.014, "elements": ["C", "C", "C", "C", "N", "N", "H", "H", "H", "H", "H", "H", "H", "H"], "xyz": [[-2.477, 0.049, -0.158], [0.572, 1.262, 0.746], [0.561, -1.249, 0.463], [0.318, 0.077, -0.151], [-3.604, -0.104, 0.011], [0.438, 0.090, -1.520], [0.287, 2.185, 0.213], [0.080, 1.148, 1.609], [1.588, 1.103, 0.810], [1.315, -1.178, 1.112], [0.802, -2.036, -0.247], [-0.273, -1.567, 1.049], [0.258, -0.715, -2.024], [0.136, 0.936, -1.913]], "lowdin_spin": [0.7508, 0.0720, 0.0730, 0.5833, 0.1577, 0.2652, 0.0026, 0.0076, 0.0218, 0.0141, 0.0022, 0.0234, 0.0135, 0.0128]}

{"formula": "C7H14", "method": "ωB97M-V with the def2-TZVPD basis set", "spin_multiplicity": 1, "relative_energy_kj_mol": 519.54, "homo_lumo_gap_ha": 0.2714, "homo_ev": -7.12, "elements": ["C", "C", "C", "C", "C", "C", "C", "H", "H", "H", "H", "H", "H", "H", "H", "H", "H", "H", "H", "H", "H"], "xyz": [[2.577, 0.145, 0.174], [1.847, -0.369, -1.058], [0.435, 0.149, -1.268], [-0.531, -0.750, -0.933], [-0.415, -1.924, -0.119], [-1.913, -0.663, -0.689], [-2.524, 0.644, -0.441], [2.028, -0.004, 1.103], [3.542, -0.361, 0.258], [2.788, 1.207, 0.085], [1.772, -1.470, -1.112], [2.528, -0.167, -1.890], [0.281, 0.667, -2.211], [-0.424, 2.698, 5.038], [0.171, -1.926, 0.785], [-1.037, -2.789, -0.273], [-2.563, -1.525, -0.631], [-0.445, 3.141, 4.427], [-3.539, 0.649, -0.037], [-2.605, 1.254, -1.350], [-1.974, 1.393, 0.142]], "mulliken_charge": [-1.1055, -0.5816, -0.6722, 1.2744, -1.0792, -0.4931, -1.1522, 0.2812, 0.3396, 0.3228, 0.3487, 0.3732, 0.2782, 0.0140, 0.2380, 0.3327, 0.3163, -0.0138, 0.3364, 0.3037, 0.3383]}

{"formula": "C11H15O2P", "method": "ωB97M-V with the def2-TZVPD basis set", "spin_multiplicity": 1, "relative_energy_kj_mol": 598.86, "homo_lumo_gap_ha": [0.2606, 0.2605], "homo_ev": [-7.58, -7.58], "elements": ["C", "C", "C", "C", "C", "C", "C", "C", "C", "C", "C", "O", "O", "P", "H", "H", "H", "H", "H", "H", "H", "H", "H", "H", "H", "H", "H", "H", "H"], "xyz": [[-3.524, -2.007, 0.668], [-3.872, -1.751, -0.462], [1.481, 1.761, 0.039], [1.668, 0.517, 0.388], [3.913, -0.004, 1.194], [2.896, -0.269, 0.424], [0.033, 2.342, 0.034], [-0.761, 1.509, -0.874], [-3.265, -2.317, 2.061], [3.053, -1.221, -0.787], [-1.495, 2.010, -2.042], [0.006, -1.861, 0.753], [-0.773, 0.246, -0.655], [-0.053, -0.375, 0.802], [2.228, 2.414, -0.155], [4.827, -0.485, 0.927], [3.913, 0.906, 1.834], [-0.472, 2.244, 1.058], [-0.156, 3.430, -0.146], [-4.051, -1.709, -1.487], [-3.445, -1.464, 2.613], [-3.926, -3.298, 2.245], [-2.160, -2.393, 2.154], [2.128, -1.918, -0.714], [4.057, -1.755, -0.738], [2.865, -0.768, -1.773], [-1.718, 3.036, -2.138], [-2.336, 1.395, -2.185], [-1.059, 1.786, -3.037]], "mulliken_charge": [-0.0483, -0.2212, -0.6648, 0.4046, -0.8639, 0.3595, -0.8916, 1.0129, -1.0019, -1.0659, -1.4270, -0.6435, -0.2260, 0.0928, 0.6020, 0.2762, 0.2878, 0.3644, 0.4008, 0.4512, 0.3255, 0.2542, 0.2573, 0.2300, 0.3476, 0.2820, 0.3955, 0.3800, 0.3296]}